1.
ORCA calculation (ωB97M-V/def2-TZVPD) on a 2-piece molecular cluster, C7H18N3 overall.

```
28
Properties=species:S:1:pos:R:3:nbo_charge:R:1
C -3.47869 0.10031 -0.30192 0.5444
C -4.76050 0.67608 0.08958 -0.7260
C 3.14015 -1.39230 -0.50875 -0.6083
C 2.52223 0.87477 -0.76478 -0.5795
C 2.97964 0.20938 1.47233 -0.6174
C 0.83400 -0.57412 0.03977 0.2851
C 2.30859 -0.24834 0.19482 -0.1636
N -2.72709 -0.41237 0.59520 -0.7253
N -0.22472 -0.46358 0.70907 -0.6989
N -2.95269 0.36783 -1.49774 -0.7214
H -5.30194 1.32362 -0.74287 0.2545
H -5.58271 0.00114 0.50347 0.2792
H -4.61284 1.43870 0.88260 0.2720
H 2.88938 -2.45554 -0.37738 0.2294
H 3.19889 -1.34370 -1.62403 0.2192
H 4.10809 -1.22609 -0.10647 0.2248
H 1.99121 1.78544 -0.51050 0.2161
H 3.69904 1.05866 -0.72489 0.2286
H 2.34717 0.55620 -1.74003 0.2105
H 4.02767 0.49459 1.23169 0.2386
H 2.30567 0.93786 2.01132 0.2232
H 3.12836 -0.63572 2.21388 0.2252
H 0.66431 -0.91835 -0.96992 0.1667
H -3.26241 -0.71799 1.41300 0.4092
H -1.62939 -0.61476 0.44048 0.4257
H -1.99446 0.31201 -1.48723 0.3929
H -0.26591 -0.17856 1.66449 0.3769
H -3.35105 1.04483 -2.10518 0.4180
```

energy relative to the best compared isomer or geometry (same formula, charge and spin) = 52.12 kcal/mol
Kohn-Sham gap = 11.2 eV
HOMO level = -13.9474 eV
charge = +1

=====

2.
ORCA calculation (ωB97M-V/def2-TZVPD) on C7H18N3O2 as an isolated structure.

```
30
Properties=species:S:1:pos:R:3:nbo_charge:R:1
C -0.90460 -1.82807 0.09916 -0.4054
C 0.58309 -1.94686 0.42404 -0.4280
C -1.54662 -0.59924 0.74302 -0.2605
C 1.39285 -0.72000 -0.03857 0.0338
C 0.89547 0.54719 0.64279 0.6135
C -2.39302 2.41513 -0.19493 -0.4170
C 2.02410 -1.39444 -2.23352 -0.2524
N -0.92159 0.54325 0.14395 -0.3416
N 1.22907 1.79790 0.09928 -0.8668
N -1.31505 1.81341 0.61031 -0.3980
O 0.90494 0.58822 1.99352 -0.6916
O 1.33753 -0.46179 -1.41816 -0.5413
H -1.02291 -1.73591 -0.98016 0.2307
H -1.41948 -2.72770 0.43551 0.2346
H 0.72771 -2.09274 1.49810 0.1975
H 0.98555 -2.83171 -0.06854 0.2435
H -2.61630 -0.58763 0.50672 0.2148
H -1.43937 -0.61708 1.84261 0.1661
H 2.44965 -0.86652 0.26610 0.1983
H -3.32297 1.87096 -0.04535 0.2261
H -2.53376 3.45608 0.08763 0.2288
H -2.10995 2.35151 -1.24311 0.2400
H 3.05736 -1.52462 -1.89838 0.1790
H 2.01266 -0.97436 -3.23523 0.2139
H 1.52552 -2.36852 -2.24809 0.1784
H 1.47323 1.70418 -0.88068 0.4310
H 1.92654 2.30149 0.63328 0.4156
H -0.39367 2.34628 0.46253 0.4528
H -1.56419 1.83598 1.61853 0.3975
H 0.97822 -0.29439 2.37764 0.5068
```

energy relative to the best compared isomer or geometry (same formula, charge and spin) = 0.00 kcal/mol
Kohn-Sham gap = 10.5 eV
HOMO level = -12.9687 eV
charge = +1

=====

3.
ORCA calculation (ωB97M-V/def2-TZVPD) on C7H18N9OOsPS as an isolated structure.

```
38
Properties=species:S:1:pos:R:3:nbo_charge:R:1
Os -0.13158 -0.11688 -0.57966 1.2448
C 1.07708 -2.17021 4.15014 -0.7012
C 1.66663 -2.21539 2.79469 0.4164
N 2.79262 -2.77907 2.45767 -0.1168
N 2.95417 -2.58356 1.12747 -0.2528
C 1.95812 -1.90400 0.60549 0.1873
S 1.56049 -1.41419 -1.03355 0.4443
N 1.12935 -1.65782 1.62467 -0.2015
N -0.08205 -0.96040 1.37745 -0.5513
H 1.76072 -1.65699 4.83030 0.3191
H 0.95574 -3.18789 4.52793 0.3211
H 0.10856 -1.67062 4.17980 0.2414
H 3.78747 -2.95933 0.67323 0.4978
H -0.16516 -0.20547 2.06796 0.4553
H -0.85779 -1.62116 1.53354 0.4601
N -3.21972 -4.16316 -0.71809 -0.5119
N -2.87482 -2.90254 -0.87308 0.2725
N -3.64539 -2.08465 -1.58447 -0.1534
C -3.01195 -0.94032 -1.52566 0.2216
N -1.91849 -1.05753 -0.74245 -0.3997
N -1.83485 -2.35820 -0.32570 -0.1324
H -4.02741 -4.46412 -1.25466 0.4712
H -2.53230 -4.81472 -0.36653 0.4462
H -3.36482 -0.03613 -1.99903 0.2833
C -0.64085 3.68870 -2.69299 -1.0151
P 0.49194 3.23867 -1.41096 1.8739
C 2.17483 3.16696 -1.94176 -1.0270
C 0.25097 4.13488 0.09337 -1.0259
O 0.02531 1.60493 -1.08685 -0.8872
H -0.38689 4.70628 -3.01720 0.3358
H -1.66393 3.69914 -2.31429 0.3023
H -0.53152 3.02219 -3.55018 0.3035
H 2.47974 4.20125 -2.15398 0.3385
H 2.26681 2.59368 -2.86586 0.3054
H 2.82888 2.78619 -1.15618 0.2954
H 0.43184 5.19159 -0.14914 0.3370
H 0.96880 3.84586 0.86160 0.2990
H -0.78058 4.04405 0.43696 0.3030
```

energy relative to the best compared isomer or geometry (same formula, charge and spin) = 10.39 kcal/mol
Kohn-Sham gap = 6.1 eV
HOMO level = -22.3779 eV
charge = +4

=====

4.
ORCA calculation (ωB97M-V/def2-TZVPD) on one molecule with the formula C7H18NOPS.

```
29
Properties=species:S:1:pos:R:3:nbo_charge:R:1
C -2.54997 -1.04515 -0.52325 -0.6015
C -2.71537 0.46822 -0.34965 -0.4204
C -1.36984 1.14108 -0.35224 -0.3089
C -1.62376 2.61774 -0.24848 -0.6275
S -0.26838 0.62240 1.03204 -0.1493
P 1.32081 -0.24586 0.00071 1.9233
O 0.84700 -0.44769 -1.39859 -1.1130
C 2.68680 0.97041 0.11370 -0.7857
C 2.23029 2.23273 -0.53730 -0.6340
N 1.85229 -1.57304 0.90764 -0.9854
C 1.25236 -2.83177 0.31132 -0.4139
H -2.33126 -1.25085 -1.51164 0.2095
H -1.75112 -1.42128 0.05358 0.2001
H -3.39288 -1.45260 -0.03518 0.2033
H -3.25677 0.51635 0.55792 0.2073
H -3.15346 0.82544 -1.25827 0.2081
H -0.77030 0.86353 -1.31769 0.2742
H -1.96522 2.96541 0.75611 0.2173
H -2.29145 2.71511 -1.11434 0.2144
H -0.62442 3.08942 -0.43569 0.2087
H 3.00641 1.09958 1.15563 0.2363
H 3.46071 0.40531 -0.38267 0.2339
H 1.57380 1.88678 -1.29373 0.2252
H 1.64400 2.97431 0.05078 0.2263
H 2.99409 2.92741 -1.06378 0.2218
H 2.85682 -1.52571 1.16286 0.4060
H 0.20906 -2.68649 0.31138 0.2144
H 1.72486 -3.07321 -0.69564 0.2042
H 1.41227 -3.69990 0.96896 0.2049
```

energy relative to the best compared isomer or geometry (same formula, charge and spin) = 0.00 kcal/mol
Kohn-Sham gap = 9.7 eV
SMILES string = CC[C@@H](C)S[P@@](=O)(CC)NC
HOMO level = -8.9971 eV
charge = 0

=====

5.
ORCA calculation (ωB97M-V/def2-TZVPD) on C7H18O10V as an isolated structure.

```
36
Properties=species:S:1:pos:R:3:nbo_charge:R:1
V -1.33343 -0.77178 -0.18650 1.5510
O -1.49944 0.11668 -2.04845 -1.0789
H -1.61906 1.06842 -2.06287 0.4168
O -1.93697 -2.40193 -1.40062 -1.1135
H -2.28334 -3.17151 -0.94534 0.4154
O -0.73520 -1.60846 1.49501 -1.1542
H -0.65246 -2.18972 2.22920 0.4597
C -4.39865 0.44696 0.32094 -0.1981
O -3.14153 -0.10810 0.39572 -0.8456
H -5.16629 -0.34087 0.33793 0.1333
H -4.53584 1.19088 1.12001 0.1198
H -4.51200 0.95561 -0.65327 0.1337
C 0.54692 1.29210 2.94449 -0.2660
O 0.73244 2.24899 1.92559 -0.5274
C 0.43535 1.96178 0.67409 1.0271
O 0.02656 0.91308 0.31676 -0.5802
O 0.56952 3.04788 -0.09556 -0.4980
C 1.43473 4.10647 0.27014 -0.2566
H 1.11708 0.37093 2.79732 0.2069
H -0.50788 1.01723 2.97251 0.2217
H 0.88824 1.64505 3.91604 0.1812
H 1.02609 5.02009 -0.15461 0.1933
H 2.37430 3.94915 -0.27412 0.1748
H 1.70887 4.20350 1.31642 0.2033
C 1.30521 -4.09805 -0.75584 -0.2756
O 2.30463 -3.10483 -0.88368 -0.5077
C 1.85980 -1.85493 -0.98361 1.0056
O 0.70585 -1.57236 -0.88361 -0.5729
O 2.83159 -1.07776 -1.44815 -0.5054
C 2.42078 0.18548 -1.94773 -0.2595
H 1.76362 -5.06757 -0.58823 0.1755
H 0.63742 -4.07407 -1.61925 0.2170
H 0.63252 -3.90105 0.08441 0.2173
H 1.58628 0.17723 -2.65015 0.2302
H 3.30405 0.60842 -2.42305 0.1763
H 2.11023 0.81704 -1.11199 0.1797
```

2S+1 = 3
energy relative to the best compared isomer or geometry (same formula, charge and spin) = 36.36 kcal/mol
Kohn-Sham gap (spin up / spin down) = 5.9 / 6.4 eV
HOMO level (spin up / spin down) = -3.3450 / -3.8195 eV
charge = -1

=====

6.
ORCA calculation (ωB97M-V/def2-TZVPD) on C7H18O2Si2 as an isolated structure.

```
29
Properties=species:S:1:pos:R:3:nbo_charge:R:1
C 0.18884 1.05493 -1.35476 -0.4294
C 0.94323 -0.27132 -1.19902 -0.9241
C 0.86217 1.40820 1.17052 -0.8726
C 0.31992 2.02746 -0.16732 0.1228
C -1.27358 3.82706 -0.35866 -0.2538
C 1.48611 -3.60181 1.17695 -0.2333
C -1.31372 -2.49668 -0.73014 -1.0906
O -0.93584 2.56222 0.16922 -0.5610
O 1.44740 -2.64097 0.22377 -0.9156
Si -0.32220 0.26071 2.09853 0.6526
Si 0.28925 -1.53490 0.02135 1.5513
H 0.46026 1.43655 -2.30377 0.2077
H -0.81798 0.77480 -1.41627 0.2072
H 0.70646 -0.76222 -2.21488 0.2346
H 1.98806 -0.02947 -1.19682 0.2357
H 1.96085 1.07704 1.14071 0.2451
H 0.85968 2.22100 1.83415 0.2260
H 1.12001 2.83489 -0.46952 0.1700
H -1.59536 4.78605 0.27468 0.1863
H -2.13579 3.70382 -1.04361 0.1754
H -0.46417 4.11294 -1.04146 0.1735
H 1.67706 -4.60612 0.66388 0.1772
H 0.46807 -3.75938 1.63066 0.1653
H 2.28294 -3.38647 1.98345 0.1805
H -1.54698 -3.31937 0.06675 0.2256
H -2.14940 -1.94005 -0.70192 0.2170
H -1.10789 -3.02026 -1.70365 0.2301
H 0.49789 0.05794 3.40280 -0.1475
H -1.66289 0.64328 2.26562 -0.1558
```

energy relative to the best compared isomer or geometry (same formula, charge and spin) = 69.03 kcal/mol
Kohn-Sham gap = 8.7 eV
HOMO level = -7.8193 eV
charge = 0